C8H8BCoF4N2OS3 | ωB97M-V/def2-TZVPD

Structure (XYZ):
```
28
C8H8BCoF4N2OS3 ωB97M-V/def2-TZVPD
Co -0.149 -0.408 1.374
S -1.913 -0.277 2.929
C -1.406 1.158 3.636
C -2.106 1.561 4.826
N -2.681 1.864 5.772
C -0.400 2.029 3.151
S 0.523 1.814 1.767
C -0.172 3.244 3.886
N 0.017 4.211 4.474
F 1.163 -1.430 2.558
B 2.242 -1.657 1.583
F 3.437 -1.333 2.110
F 1.851 -0.707 0.544
F 2.119 -2.912 1.079
O -0.805 -0.991 -0.375
S 0.054 -1.547 -1.530
C 0.998 -0.146 -2.183
C 0.124 0.532 -3.230
C -0.552 -0.610 -3.983
C -1.125 -1.527 -2.906
H 1.906 -0.575 -2.610
H 1.280 0.462 -1.325
H 0.716 1.172 -3.883
H -0.626 1.156 -2.740
H 0.185 -1.148 -4.583
H -1.339 -0.271 -4.657
H -1.310 -2.550 -3.225
H -2.030 -1.116 -2.459
```

Output
- Gap between HOMO and LUMO (alpha / beta): 8.04 / 7.03 eV
- Calculated total energy: -95138.010 eV
- HOMO level (alpha / beta): -8.9590 / -10.2088 eV
- F_max: 0.301 eV/Å
- Multiplicity: 5
- Expectation value of S²: 6.026

=====

C8H8BrFO3P2 | ωB97M-V/def2-TZVPD

Structure (XYZ):
```
23
C8H8BrFO3P2 ωB97M-V/def2-TZVPD
C -0.459 0.700 0.001
C 0.750 0.721 -0.675
C 0.054 -1.424 1.061
C -0.783 -0.312 0.866
C 1.389 -0.484 -0.658
C 1.076 -1.532 0.182
C -2.041 -0.236 1.687
C 3.866 -0.190 -0.885
O 3.076 -0.604 1.657
O 5.279 0.649 1.419
O 3.139 1.623 0.414
F 4.472 -1.118 -1.653
P 3.473 1.460 -1.554
P 3.904 0.343 0.883
Br 2.156 -3.063 0.202
H -1.157 1.644 -0.060
H 1.340 1.453 -1.064
H -0.008 -1.964 1.903
H -2.546 -1.247 1.473
H -1.815 0.058 2.686
H -2.594 0.586 1.333
H 4.802 1.916 -1.225
H 4.085 1.165 -2.904
```

Output
- Gap between HOMO and LUMO (alpha / beta): 5.72 / 5.72 eV
- Calculated total energy: -105902.373 eV
- HOMO level (alpha / beta): -0.4632 / -0.4622 eV
- F_max: 4.246 eV/Å
- Multiplicity: 1
- Charge: -2

=====

C8H8BrNO2 | ωB97M-V/def2-TZVPD

Structure (XYZ):
```
20
C8H8BrNO2 ωB97M-V/def2-TZVPD
C -3.745 2.393 0.732
O -3.253 1.251 0.123
N -2.019 1.067 0.550
O -1.235 2.074 0.695
C -1.432 -0.155 0.564
Br -2.657 -1.487 -0.120
C -0.162 -0.617 0.872
C 0.956 0.210 0.949
C 2.162 -0.170 1.284
C 2.415 -1.578 1.121
C 1.443 -2.491 0.832
C 0.220 -1.914 0.801
H -2.789 2.873 1.218
H -4.102 3.183 0.152
H -4.507 2.219 1.567
H 0.945 1.271 0.719
H 2.962 0.507 1.446
H 3.456 -1.793 1.091
H 1.668 -3.581 0.627
H -0.726 -2.492 0.753
```

Output
- Gap between HOMO and LUMO (alpha / beta): 7.89 / 7.89 eV
- Calculated total energy: -84047.039 eV
- HOMO level (alpha / beta): -8.1730 / -8.1702 eV
- F_max: 7.262 eV/Å
- Multiplicity: 1
- SMILES: CO/[N+]([O-])=C(\Br)c1ccccc1

=====

C8H8Cl5CuN2O | ωB97M-V/def2-TZVPD

Structure (XYZ):
```
25
C8H8Cl5CuN2O ωB97M-V/def2-TZVPD
Cu 0.294 -0.345 0.115
N 1.766 0.836 -0.782
C 2.078 0.167 -2.062
C 0.796 -0.335 -2.704
N 0.088 -1.231 -1.765
H 1.436 1.782 -0.947
H 2.596 0.924 -0.208
H 2.734 -0.677 -1.843
H 2.610 0.824 -2.752
H 1.018 -0.825 -3.653
H 0.136 0.508 -2.917
H 0.514 -2.152 -1.763
H -0.874 -1.368 -2.053
Cl -4.153 0.933 5.662
C -2.971 0.417 4.570
C -2.956 0.954 3.257
Cl -4.125 2.112 2.799
C -2.001 0.537 2.369
Cl -1.942 1.155 0.771
C -1.007 -0.440 2.740
O -0.126 -0.836 1.946
C -1.054 -0.966 4.087
Cl 0.120 -2.113 4.510
C -2.015 -0.542 4.975
Cl -2.061 -1.166 6.562
```

Output
- Gap between HOMO and LUMO (alpha / beta): 9.23 / 5.77 eV
- Calculated total energy: -120699.711 eV
- HOMO level (alpha / beta): -11.8195 / -11.7562 eV
- F_max: 0.099 eV/Å
- Multiplicity: 2
- Charge: +1
- Expectation value of S²: 0.790

=====

C8H8F6O | ωB97M-V/def2-TZVPD

Structure (XYZ):
```
23
C8H8F6O ωB97M-V/def2-TZVPD
C 2.218 -0.931 -0.317
C 0.628 -0.174 2.845
C 1.483 -1.440 0.682
C 0.875 -0.711 1.675
C 0.266 1.115 -2.242
C -0.678 0.023 -0.290
C -1.084 1.345 0.321
C -1.733 -0.985 -0.392
O 0.227 0.078 -1.333
F -0.060 2.174 0.814
F -1.650 2.277 -0.563
F -1.921 1.170 1.326
F -2.629 -1.137 0.642
F -2.721 -0.820 -1.411
F -1.305 -2.185 -0.388
H 2.604 -1.697 -1.063
H 2.589 0.108 -0.314
H -0.198 0.417 3.177
H 1.268 -0.363 3.663
H 1.119 -2.463 0.588
H 1.244 1.042 -2.727
H 0.116 2.111 -1.872
H -0.660 1.046 -2.821
```

Output
- Gap between HOMO and LUMO (alpha / beta): 7.77 / 7.24 eV
- Calculated total energy: -26772.385 eV
- HOMO level (alpha / beta): -8.8253 / -8.4709 eV
- F_max: 4.914 eV/Å
- Multiplicity: 1

=====

C8H8FO4S | ωB97M-V/def2-TZVPD

Structure (XYZ):
```
22
C8H8FO4S ωB97M-V/def2-TZVPD
C 2.163 0.748 1.710
C 0.837 1.021 1.910
C 2.554 -0.270 0.831
C -0.106 0.427 1.142
C 1.550 -0.930 0.147
C 0.217 -0.578 0.191
C -2.120 -1.420 -0.450
C -0.702 -1.116 -0.805
O -2.050 1.463 -0.674
O 0.348 1.857 -0.928
O -1.150 2.213 -2.762
O -0.825 0.008 -2.198
F -0.165 -2.178 -1.515
S -0.906 1.445 -1.551
H 2.715 1.362 2.361
H 0.766 1.979 2.552
H 3.519 -0.751 0.664
H -1.156 0.663 1.355
H 1.766 -1.608 -0.682
H -2.597 -1.610 -1.541
H -2.207 -2.258 0.310
H -2.449 -0.468 -0.065
```

Output
- Gap between HOMO and LUMO: 8.27 eV
- Calculated total energy: -30168.370 eV
- HOMO level: -4.7894 eV
- F_max: 4.895 eV/Å
- Multiplicity: 1
- Charge: -1

=====

> The highest calculated total energy belongs to which entry?

C8H8F6O

=====

> What is the formula in the first record?

C8H8BCoF4N2OS3

=====

> The lowest calculated total energy belongs to which entry?

C8H8Cl5CuN2O